Formula: C21H25NO6S
Source: the OMol25 dataset
Level of theory: ωB97M-V/def2-TZVPD

The geometry in ORCA input format:
```
! wB97M-V def2-TZVPD RIJCOSX def2/J DEFGRID3
* xyz 0 1
C -0.81647 -4.11163 -2.26161
H -0.87492 -3.29111 -2.98367
O -0.65836 -3.63118 -0.94707
C 0.44354 -2.89736 -0.65357
C 1.45182 -2.57803 -1.54960
C 2.52267 -1.78660 -1.15225
C 2.58174 -1.33384 0.14457
C 1.59648 -1.65210 1.06823
C 0.52189 -2.43706 0.68636
O -0.50539 -2.80387 1.49147
C -0.51924 -2.32108 2.81360
H -0.55996 -1.22730 2.83867
H 0.35183 -2.66657 3.37840
H -1.42531 -2.72551 3.26132
H 1.71433 -1.28825 2.07515
S 3.84130 -0.15562 0.61720
O 4.03435 -0.20821 2.03692
O 4.97824 -0.29824 -0.24090
N 3.13630 1.32522 0.27098
C 2.87035 1.51194 -1.13988
C 2.39939 2.93589 -1.42734
H 2.13313 3.00973 -2.48179
H 3.20282 3.63965 -1.21046
C 1.18929 3.27196 -0.55200
C 0.00852 2.38569 -0.92833
O -0.11440 1.81392 -1.97786
O -0.89531 2.34179 0.06187
C -1.92611 1.40315 0.02719
C -3.19911 1.83043 0.37048
C -4.24306 0.91917 0.44508
C -3.98423 -0.42011 0.17455
C -2.71260 -0.84173 -0.16795
C -1.67297 0.06829 -0.24621
H -0.67835 -0.25512 -0.51225
H -2.51692 -1.88565 -0.35821
H -4.78858 -1.13829 0.23606
C -5.62687 1.37635 0.79109
H -6.15541 0.61393 1.35838
H -6.19211 1.56734 -0.12142
H -5.60054 2.29568 1.37042
H -3.36211 2.87626 0.58222
C 1.57851 3.08671 0.91722
C 2.02614 1.64521 1.13841
H 2.37848 1.49394 2.15959
H 1.17573 0.96737 0.95593
H 2.40319 3.75940 1.15403
H 0.73816 3.31249 1.57331
H 0.87871 4.30848 -0.72601
H 3.80523 1.29866 -1.65929
H 2.10384 0.80606 -1.49311
H 3.31470 -1.53344 -1.83736
H 1.41011 -2.92819 -2.56771
H -0.00482 -4.78962 -2.54241
H -1.75763 -4.65903 -2.26047
*
```

The highest occupied orbital energy comes out at -0.316 Eh. The LUMO energy comes out at 0.6 eV. The frontier orbital gap comes out at 9.24 eV. Its SMILES is COc1ccc(S(=O)(=O)N2CCC(C(=O)Oc3cccc(C)c3)CC2)cc1OC.

Results of the Mulliken charge analysis, in e, for atoms 1 through 5: number 1, C, carries -1.0373; number 2, H, carries 0.3889; number 3, O, carries -0.3964; number 4, C, carries 0.9726; number 5, C, carries -0.4220



Formula: C21H25O8
Source: the OMol25 dataset
Level of theory: ωB97M-V/def2-TZVPD

The geometry in ORCA input format:
```
! wB97M-V def2-TZVPD RIJCOSX def2/J DEFGRID3
* xyz -1 1
C -4.94385 -1.24033 -2.59374
C -3.81483 -0.23319 -2.61349
O -2.61678 -0.92180 -2.20020
C -1.45500 -0.20787 -2.26367
C -0.30293 -1.15258 -2.08679
C -0.57577 -2.58918 -1.94413
C 1.01455 -0.63468 -2.37498
C 2.17461 -1.59697 -2.46817
O 1.22865 0.57341 -2.50585
O -1.42785 0.98183 -2.49996
H -5.91408 -0.74891 -2.68056
H -4.83603 -1.92149 -3.44343
H -4.94266 -1.82695 -1.66831
H -3.65967 0.16798 -3.62515
H -4.02426 0.59650 -1.92364
H -1.65053 -2.76209 -1.84361
H -0.24473 -3.14658 -2.83394
H -0.05809 -3.01247 -1.07353
H 1.88176 -2.64285 -2.53897
H 2.81558 -1.32029 -3.31584
H 2.80712 -1.47857 -1.58269
C -3.41939 -0.40656 4.85945
O -2.52272 -1.50298 4.58196
C -1.34744 -1.24185 3.95498
C -0.60953 -2.36440 3.48794
C 0.40415 -2.17181 2.58316
C 0.74910 -0.87573 2.10761
C 1.73397 -0.74017 1.06974
C 2.02536 0.42807 0.39677
C 3.32846 0.54583 -0.29198
O 4.15059 -0.34667 -0.32702
O 3.57119 1.68856 -0.98262
C 2.81245 2.88358 -0.65189
C 3.30861 3.46893 0.66053
C 3.02390 3.76088 -1.89155
O 1.41083 2.57795 -0.56698
C 0.98318 1.41720 0.01379
O -0.20681 1.23137 0.14725
C 0.10156 0.23552 2.71839
C -0.92519 0.06835 3.62494
H -4.33038 -0.89671 5.19244
H -3.01340 0.23866 5.64833
H -3.61060 0.20079 3.96494
H -0.91909 -3.35187 3.83680
H 0.95191 -3.03221 2.19701
H 2.42186 -1.56280 0.91114
H 3.17354 2.74701 1.47318
H 4.37096 3.71387 0.56891
H 2.73735 4.37397 0.88320
H 2.65290 3.19155 -2.75360
H 2.48339 4.70962 -1.82015
H 4.09645 3.94588 -2.02157
H 0.38446 1.24531 2.44673
H -1.42682 0.93796 4.05877
*
```

The highest occupied orbital energy comes out at -0.102 Eh. The LUMO energy comes out at 2.1 eV. The frontier orbital gap comes out at 4.88 eV.

Results of the Mulliken charge analysis, in e, for atoms 1 through 5: number 1, C, carries -1.1832; number 2, C, carries -0.2602; number 3, O, carries -0.2020; number 4, C, carries 0.3414; number 5, C, carries 0.3025



Formula: C21H26AsF6N4O4PtSeSi2
Source: the OMol25 dataset
Level of theory: ωB97M-V/def2-TZVPD

The geometry in ORCA input format:
```
! wB97M-V def2-TZVPD RIJCOSX def2/J DEFGRID3
* xyz 1 1
Pt 0.13615 0.14459 -0.58256
N 2.65837 -1.24553 -1.01256
C 3.98096 -1.17716 -0.86984
C 4.32588 0.15868 -0.81019
C 3.12183 0.83702 -0.94216
N 2.10870 -0.02106 -1.08422
H 2.07685 -2.06180 -1.18246
H 4.57728 -2.07027 -0.83307
H 5.30794 0.57472 -0.70060
H 2.92819 1.89225 -0.96513
C -2.32029 2.23472 -3.03302
Si -1.77289 3.51012 -1.80165
C -3.11961 4.13065 -0.67108
C -0.75283 4.89745 -2.53257
As -0.22939 2.37556 -0.34929
Si 1.20421 3.75768 1.00211
C 2.53703 4.54320 -0.05421
C 1.86396 2.58180 2.28766
C 0.06902 5.05906 1.71792
H -3.07886 2.65817 -3.69147
H -2.75098 1.36986 -2.52697
H -1.48739 1.89283 -3.64763
H -3.81669 4.73430 -1.25290
H -2.72425 4.75528 0.13029
H -3.67500 3.30561 -0.22445
H -1.35957 5.44665 -3.25190
H 0.12840 4.52652 -3.05599
H -0.42680 5.60170 -1.76735
H 3.27502 3.83493 -0.41864
H 3.06184 5.27588 0.55955
H 2.12019 5.06636 -0.91435
H 2.37566 1.73315 1.83374
H 1.05284 2.17831 2.89381
H 2.56199 3.09244 2.94991
H -0.32056 5.72800 0.95153
H 0.63190 5.66224 2.43008
H -0.77597 4.62092 2.24855
F -2.59686 -5.21260 1.99471
C -1.84523 -4.11724 2.02235
C -2.38707 -2.89365 2.09721
N -1.60295 -1.76316 2.11459
C -2.20379 -0.44358 2.05250
C -2.59727 0.01179 0.63898
O -3.62926 0.60604 0.44738
O -1.78162 -0.30851 -0.32470
C -0.23465 -1.83827 1.97227
O 0.43604 -0.81618 1.88091
N 0.29386 -3.09553 1.95116
C -0.39953 -4.31013 1.93856
O 0.17814 -5.36034 1.84561
H -3.45645 -2.74780 2.15459
H -1.46579 0.25635 2.44852
H -3.09341 -0.42633 2.67894
H 1.30386 -3.15563 1.91138
F 0.68366 -8.12767 -0.23463
C 0.42098 -6.86598 -0.55141
C 1.46199 -5.97480 -0.77009
F 2.72372 -6.38463 -0.66929
C 1.16539 -4.65802 -1.08065
F 2.21547 -3.82035 -1.25834
C -0.13182 -4.18648 -1.20908
Se -0.58811 -2.42883 -1.75657
C -1.15403 -5.10600 -0.97915
F -2.43033 -4.71863 -1.04218
C -0.89168 -6.43295 -0.65688
F -1.88642 -7.28570 -0.44562
*
```

The highest occupied orbital energy (alpha / beta) comes out at -0.383 / -0.372 Eh. The LUMO energy (alpha / beta) comes out at -6.4 / -6.8 eV. The frontier orbital gap (alpha / beta) comes out at 4.01 / 3.28 eV.

Results of the Mulliken charge analysis, in e, for atoms 1 through 5: number 1, Pt, carries 0.9974; number 2, N, carries 0.2813; number 3, C, carries 0.1498; number 4, C, carries -1.2292; number 5, C, carries -0.3355



Formula: C21H26BrN3O4Te4Ti
Source: the OMol25 dataset
Level of theory: ωB97M-V/def2-TZVPD

The geometry in ORCA input format:
```
! wB97M-V def2-TZVPD RIJCOSX def2/J DEFGRID3
* xyz -2 1
Ti -1.31873 -0.08483 -0.12263
C 0.05501 -3.41569 2.21223
C -0.64113 -2.74377 1.05931
O -0.59013 -1.42532 1.08102
C -1.34710 -3.47359 0.13266
C -2.19678 -2.95701 -0.87824
C -3.03162 -3.89687 -1.70400
N -2.28493 -1.64279 -1.06904
N -3.32686 -1.23128 -1.89743
C -3.66108 -0.01500 -1.60400
O -3.11056 0.68692 -0.64516
C -4.73867 0.62821 -2.39736
C -5.37688 -0.04653 -3.43906
C -6.38345 0.57106 -4.16160
C -6.76787 1.87386 -3.86003
C -6.13120 2.55153 -2.83044
C -5.12232 1.93374 -2.10407
H 0.95462 -2.86100 2.48409
H 0.32340 -4.44653 1.97667
H -0.59297 -3.42714 3.09740
H -1.30516 -4.55286 0.22878
H -2.76023 -4.92987 -1.48064
H -2.88910 -3.71091 -2.77137
H -4.09857 -3.76266 -1.51001
H -5.06110 -1.05622 -3.66436
H -6.86951 0.03783 -4.97073
H -7.55162 2.35806 -4.43086
H -6.41398 3.57099 -2.59628
H -4.60563 2.45149 -1.30742
C 3.31778 1.51336 2.33835
O 2.87679 0.36699 1.64822
C 3.90308 -0.56632 1.45542
C 3.36668 -1.75000 0.69152
O 2.98799 -1.33141 -0.59007
C 2.34652 -2.35429 -1.31599
H 3.52384 1.28168 3.39403
H 2.53733 2.26740 2.26676
H 4.22520 1.92572 1.88131
H 4.30050 -0.91405 2.42491
H 4.73290 -0.11254 0.89365
H 2.50903 -2.17742 1.22632
H 4.15262 -2.52408 0.63486
H 1.48658 -2.75357 -0.76410
H 3.04500 -3.17676 -1.53668
H 1.98488 -1.91175 -2.24117
Te 2.16725 2.50244 -1.09614
Te 2.16003 6.34252 0.47498
Te 1.20696 5.00789 -1.68924
Te 0.23465 0.82990 -2.12990
Br 0.21687 5.06753 4.17697
C -0.19634 3.69807 2.94125
C -0.14821 2.37702 3.35996
C -0.47055 1.39767 2.44381
N -0.82363 1.66993 1.17953
C -0.83341 2.94799 0.78890
C -0.53031 4.00596 1.64054
H 0.13575 2.11510 4.36906
H -0.44261 0.34776 2.70983
H -1.07316 3.13515 -0.24992
H -0.49737 5.01710 1.26141
*
```

The highest occupied orbital energy (alpha / beta) comes out at -0.002 / -0.002 Eh. The LUMO energy (alpha / beta) comes out at 4.1 / 4.1 eV. The frontier orbital gap (alpha / beta) comes out at 4.15 / 4.14 eV.

Results of the Mulliken charge analysis, in e, for atoms 1 through 5: number 1, Ti, carries 0.7097; number 2, C, carries -1.5324; number 3, C, carries 0.7575; number 4, O, carries -0.2670; number 5, C, carries -0.9274



| no. | strongest force on any atom (eV/A) |
| --- | --- |
| 1 | 1.05 |
| 2 | 2.93 |
| 3 | 2.47 |
| 4 | 0.78 |